Here is a cluster of 9 separate species, C29H84BF7N7O10S in total from the OMol25 dataset. Energies are from ωB97M-V/def2-TZVPD.

Positions of all 139 atoms, in Å:
1 B 0.7663 0.0116 -0.0247
2 F 0.1520 -0.4775 -1.1410
3 F -0.0830 -0.1894 1.0938
4 F 1.8897 -0.7757 0.0438
5 F 1.1700 1.3022 -0.1233
6 C -3.5199 6.1178 0.2307
7 C -2.9616 5.3522 -0.9949
8 C -3.8014 4.0531 -1.2629
9 O -3.0059 2.8909 -1.2480
10 C -2.4866 2.4878 0.0446
11 N -3.0166 6.2970 -2.2045
12 H -3.9795 6.3258 -2.5078
13 H -2.8052 7.1525 -1.7109
14 H -2.3028 6.1321 -2.8998
15 H -3.7021 5.4055 1.0354
16 H -4.4527 6.6648 0.0943
17 H -2.8049 6.8559 0.5939
18 H -1.9216 5.0930 -0.7969
19 H -4.2638 4.1559 -2.2446
20 H -4.6913 3.7881 -0.6919
21 H -1.6118 1.8376 0.0553
22 H -3.2685 2.0221 0.6443
23 H -2.0833 3.3676 0.5460
24 C 4.0681 3.6134 -2.6771
25 C 2.8053 3.6095 -3.5272
26 C 1.8447 2.6615 -3.0127
27 O 0.6097 2.8282 -3.6349
28 C -0.4821 2.1036 -3.1089
29 N 2.1698 5.0222 -3.3930
30 H 2.7075 5.8663 -3.5284
31 H 1.3729 5.0369 -4.0134
32 H 1.8591 5.2519 -2.4598
33 H 4.6533 4.4639 -3.0270
34 H 4.6157 2.6825 -2.8243
35 H 3.9118 3.6179 -1.5983
36 H 3.1585 3.5365 -4.5558
37 H 1.6665 2.7374 -1.9400
38 H 2.1196 1.6137 -3.1334
39 H -0.7214 2.2062 -2.0505
40 H -0.0951 1.0883 -3.1949
41 H -1.4219 2.0436 -3.6579
42 C -3.5410 -0.4001 -1.3160
43 C -2.9399 -1.6271 -0.5521
44 C -3.9908 -2.5190 0.1256
45 O -3.4289 -3.4931 0.9923
46 C -4.3897 -4.3932 1.6282
47 N -2.1081 -2.4174 -1.6356
48 H -1.5935 -3.1500 -1.1680
49 H -2.7410 -2.9003 -2.2570
50 H -1.5005 -1.8450 -2.2041
51 H -2.7667 0.2856 -1.6600
52 H -4.1158 0.1283 -0.5554
53 H -4.2211 -0.7222 -2.1045
54 H -2.1941 -1.2993 0.1721
55 H -4.5923 -2.7744 -0.7468
56 H -4.5894 -1.9625 0.8466
57 H -5.1399 -3.8759 2.2264
58 H -3.8968 -5.1125 2.2822
59 H -4.9182 -5.0017 0.8944
60 C 0.3238 -3.0770 1.6747
61 C 1.4863 -4.0426 1.7042
62 C 2.7920 -3.4912 1.0561
63 O 3.9091 -4.3779 1.2428
64 C 4.1270 -5.3235 0.2156
65 N 1.7131 -4.6852 3.1255
66 H 2.0247 -3.9758 3.7734
67 H 0.8138 -5.0059 3.4549
68 H 2.3787 -5.4405 3.2070
69 H 0.0724 -2.8115 0.6478
70 H 0.5707 -2.1598 2.2093
71 H -0.5866 -3.6389 1.8836
72 H 1.2196 -4.9656 1.1895
73 H 3.0458 -2.4966 1.4226
74 H 2.5879 -3.2289 0.0180
75 H 5.1570 -5.6653 0.1142
76 H 3.9999 -4.9105 -0.7850
77 H 3.3319 -6.0211 0.4790
78 C -2.8074 -0.4545 3.4245
79 C -2.7816 -1.8759 3.9853
80 C -1.5541 -2.2580 4.8558
81 O -1.4221 -1.5467 6.0584
82 C -0.8244 -2.2875 7.1282
83 N -4.0994 -2.2593 4.6720
84 H -4.1455 -1.8407 5.5901
85 H -4.8594 -1.9438 4.0865
86 H -4.2255 -3.2400 4.8781
87 H -2.8545 0.2715 4.2362
88 H -3.6584 -0.2058 2.7904
89 H -1.8732 -0.2765 2.8919
90 H -2.9277 -2.4935 3.0991
91 H -0.7038 -1.9236 4.2615
92 H -1.2181 -3.2867 4.9859
93 H 0.1551 -2.6736 6.8463
94 H -1.3873 -3.1709 7.4296
95 H -0.6819 -1.7163 8.0456
96 C 3.3444 -2.8956 -4.4919
97 C 3.3173 -1.9272 -3.2475
98 C 4.4553 -0.9479 -3.3906
99 O 4.5522 -0.1082 -2.2780
100 C 5.7782 0.5880 -2.1682
101 N 1.9510 -1.2529 -3.1860
102 H 1.7457 -0.9267 -4.1196
103 H 1.1537 -1.7715 -2.8462
104 H 1.9979 -0.4245 -2.6102
105 H 2.5309 -3.6112 -4.3730
106 H 4.3015 -3.3748 -4.6979
107 H 3.0638 -2.2890 -5.3530
108 H 3.3691 -2.4876 -2.3140
109 H 4.3483 -0.1644 -4.1408
110 H 5.4471 -1.3854 -3.5053
111 H 6.1128 1.1574 -3.0354
112 H 6.5997 -0.1249 -2.0974
113 H 5.9033 1.2023 -1.2765
114 C 2.8292 3.3347 1.5980
115 C 2.6917 2.4391 2.8677
116 C 1.2631 2.4881 3.6001
117 O 1.3005 1.4793 4.6808
118 C 0.0315 1.1672 5.3051
119 N 2.9488 0.9929 2.4247
120 H 3.8039 0.9598 1.8882
121 H 2.9880 0.3442 3.1978
122 H 2.3892 0.5701 1.6979
123 H 3.6526 3.0784 0.9313
124 H 3.0757 4.3640 1.8584
125 H 2.0037 3.5358 0.9152
126 H 3.4324 2.5303 3.6621
127 H 0.4853 2.3179 2.8557
128 H 1.1486 3.4843 4.0275
129 H -0.5597 0.5435 4.6346
130 H -0.6805 1.9836 5.4259
131 H 0.1759 0.7319 6.2939
132 C -3.3563 -1.1472 -5.0524
133 F -3.8727 -1.2892 -6.2848
134 F -3.6389 0.1266 -4.6582
135 F -3.8452 -2.0103 -4.1273
136 S -1.4835 -1.3450 -5.1357
137 O -1.2825 -2.7372 -5.6924
138 O -0.9901 -0.2912 -6.0618
139 O -0.9703 -1.1821 -3.7817

Atomic forces in eV per Å
-0.706 -1.027 0.269
-1.603 0.006 -1.498
0.189 0.358 0.166
1.921 -0.883 1.260
0.029 1.617 0.075
0.523 0.075 -0.031
-1.867 -0.752 1.259
0.336 -0.412 -0.427
1.353 -0.963 -0.061
-0.461 1.231 -0.096
0.419 -0.469 2.323
-0.250 0.206 -0.849
0.004 1.072 -0.565
-0.281 -0.214 -0.657
0.095 0.029 -0.056
-0.179 -0.235 -0.440
0.133 0.021 0.049
-0.055 -0.016 -0.362
0.421 -0.372 -0.495
0.059 1.128 1.014
-0.234 -0.358 -1.056
-0.104 0.133 0.096
-0.316 0.232 0.415
0.209 -0.173 -0.260
2.353 1.991 0.747
-2.816 -1.992 0.680
-1.154 2.425 -1.095
0.891 -2.724 0.303
-0.256 -0.239 0.060
1.165 -0.019 -1.131
-0.560 0.099 -0.296
-0.572 -0.830 0.709
0.474 -0.199 0.406
0.062 0.216 -0.412
-0.342 0.499 0.006
-0.749 -0.170 -0.174
0.487 0.428 0.438
0.820 -0.085 -0.255
0.378 0.847 0.139
-0.583 -0.639 0.248
0.444 0.989 -0.619
-0.047 -0.939 1.504
0.936 0.570 -0.928
0.232 0.890 0.177
0.257 -1.281 -0.238
0.102 -0.043 -0.730
-1.713 -0.630 2.475
0.364 -0.241 0.091
-0.385 -0.062 -0.655
0.557 0.922 -0.925
-0.024 -0.322 -0.258
-0.213 0.187 -0.176
0.179 0.156 -0.058
0.125 0.078 -0.065
-0.633 -1.280 0.422
-0.424 0.954 -0.757
-0.082 0.465 -0.089
0.541 0.320 -0.129
-0.036 0.195 -0.170
0.136 -0.765 -0.237
0.955 -1.389 -0.857
0.678 -0.807 0.786
-0.311 2.447 0.553
-0.984 -0.107 -0.546
-0.341 1.836 -0.573
0.243 0.348 0.439
-0.340 -0.341 0.174
0.534 -0.461 -0.596
0.763 0.253 -0.194
-0.647 -0.122 0.171
-0.241 0.415 1.073
-0.063 0.160 -0.468
0.165 -0.129 0.722
-0.198 -0.652 -0.303
-0.147 -0.370 1.155
-0.664 0.321 -0.094
0.688 -1.215 -1.104
0.037 0.476 1.365
-0.607 -1.331 -0.370
1.531 0.961 -0.580
-1.209 0.060 0.616
0.390 -0.815 0.301
0.718 0.868 0.594
-0.295 0.752 0.520
-0.594 0.152 0.081
0.206 -0.726 -0.386
0.134 0.103 0.117
-0.029 -0.498 -0.202
-0.095 -0.121 -0.158
1.132 -0.483 -0.088
0.113 0.360 -0.714
-1.341 -0.660 0.089
0.269 0.197 -0.236
-0.483 0.011 -0.232
-0.265 0.556 -0.468
-1.134 1.031 0.807
0.353 -1.612 -0.979
0.564 1.751 0.254
-0.652 1.074 2.458
1.553 -0.859 -0.165
1.501 0.650 -0.571
-0.643 0.039 -0.646
-0.267 -0.546 -0.152
0.090 0.293 0.536
0.260 -0.326 -0.092
-0.119 0.075 0.367
0.193 -0.042 -0.274
0.379 0.110 0.019
-0.417 -0.897 -1.434
-0.304 -0.872 -0.444
-0.713 0.353 -0.397
0.075 -0.421 0.201
-0.835 -0.015 0.012
0.543 1.142 0.504
-2.097 -0.631 -0.297
1.579 -0.967 0.503
-0.372 1.078 -1.177
-0.396 0.334 -0.811
0.298 0.084 -0.625
1.149 0.163 0.466
0.058 -0.065 0.545
-1.520 0.201 -0.164
0.228 -0.544 0.296
0.226 -0.044 0.670
-0.694 -1.017 0.502
0.215 0.715 -0.367
-0.212 -0.319 0.067
-0.016 0.037 0.025
0.386 -0.722 0.088
0.640 0.853 0.195
0.336 -0.125 -0.381
0.923 1.198 -1.267
0.308 -0.489 1.928
-0.068 -0.896 0.266
-0.307 0.311 -0.670
1.670 -2.263 -6.136
-0.884 3.308 2.206
-1.258 -1.369 2.327
0.126 0.191 2.136

## Properties
total charge	+5
total energy	-3411.3112	a.u.
energy above the lowest of the compared OMol25 structures with the same formula, charge and spin	99.16	kcal/mol
2S+1	1
strongest force on any atom	0.131	hartree/bohr
E_HOMO	-18.115	eV